Model one:
Here is a structure of composition C4H10N from the OMol25 dataset. Energies are from wB97M-V/def2-TZVPD.

Structure (XYZ):
```
15
C4H10N (wB97M-V/def2-TZVPD)
C -0.57143 -0.97009 -0.68467
C 0.02211 -0.68285 0.65382
C 1.48838 -0.35587 0.58849
C 1.99795 0.86482 0.48448
N -2.21081 0.99992 -0.67046
H -1.31619 -1.76066 -0.72695
H 0.05969 -1.05146 -1.57218
H -0.08670 -1.49324 1.36541
H -0.48686 0.11460 1.19964
H 2.23320 -1.14737 0.58658
H 3.05329 1.06838 0.60854
H 1.35319 1.73181 0.34519
H -3.19759 0.89874 -0.47194
H -1.47287 0.12697 -0.84240
H -2.19291 1.58508 -1.50214
```

Calculated values
Spin multiplicity: 2
E_HOMO (alpha / beta), eV: -8.399 / -9.331


Model two:
Here is a cluster of 2 separate species, C4H10N in total from the OMol25 dataset. Energies are from wB97M-V/def2-TZVPD.

Structure (XYZ):
```
15
C4H10N (wB97M-V/def2-TZVPD)
C -0.78729 0.60642 0.52291
N 0.05830 -0.51120 0.86781
C 1.09933 -0.54644 -0.10116
C 0.41075 -0.14469 -1.44054
C -0.59876 0.89832 -0.98222
H -0.55622 1.48040 1.13072
H -1.82233 0.33334 0.72612
H -0.26993 -2.21171 5.10692
H -0.99796 -2.05456 5.28409
H 1.90048 0.15793 0.06028
H 1.52948 -1.52986 -0.17190
H 0.02382 -0.98862 -2.00394
H 1.21176 0.27948 -2.05873
H -0.14960 1.89536 -1.09399
H -1.53700 0.94139 -1.52329
```

Calculated values
Spin multiplicity: 2
E_HOMO (alpha / beta), eV: -9.179 / -9.581


Top of the stability list: model two, leading by 19.2 kcal/mol.


Model one:
Here is the ion C8H14N5 with charge +1 from the OMol25 dataset. Energies are from wB97M-V/def2-TZVPD.

Structure (XYZ):
```
27
C8H14N5 (wB97M-V/def2-TZVPD)
C 1.98622 -1.91786 0.12630
C 0.55524 -1.45709 0.43047
C -0.48061 -1.83660 -0.56085
N 0.50195 0.08857 0.42409
N 1.67355 0.65243 1.00786
C 1.16507 1.43931 2.11787
N -0.10311 1.52558 2.20944
C -0.63602 0.79301 1.12153
C -1.15711 1.69826 0.09019
N -0.89601 1.56738 -1.21368
C -1.67326 2.49945 -1.81371
C -2.31096 3.28860 -0.85787
N -2.00155 2.70305 0.34564
H 2.23037 -1.77767 -0.91694
H 2.75541 -1.50769 0.70581
H 1.84996 -2.95286 0.27820
H 0.31404 -1.63296 1.54057
H -0.60549 -1.30784 -1.48057
H -1.31957 -1.60456 -0.02270
H -0.47841 -2.87051 -0.88711
H 0.34032 0.30698 -0.62260
H 2.24003 1.02375 0.20390
H 1.79678 2.05837 2.80575
H -1.35485 0.04561 1.42005
H -1.97883 2.59365 -2.84265
H -3.02334 4.14805 -0.63433
H -2.63605 2.90169 1.11807
```

Calculated values
Spin multiplicity: 1
Charge: +1
E_HOMO, eV: -12.551


Model two:
Here is the ion C8H14N5 with charge +1 from the OMol25 dataset. Energies are from wB97M-V/def2-TZVPD.

Structure (XYZ):
```
27
C8H14N5 (wB97M-V/def2-TZVPD)
C 1.00363 1.74556 1.24537
C 0.97605 0.32456 0.76973
C 0.76492 -0.63138 1.96145
C 0.74826 -2.09250 1.49609
N 0.36411 -2.12204 0.05546
C -0.81226 -2.68686 0.02023
C -1.19996 -3.15017 1.30357
N -0.24941 -2.87626 2.18096
N -0.01814 0.06885 -0.22684
C -0.28840 0.68881 -1.24411
N -0.83713 1.20430 -2.17185
C -1.10760 2.07944 -3.26006
N -0.41458 3.28165 -2.90633
H 0.48777 2.42520 0.65792
H 1.97035 2.06484 1.29301
H 0.37211 1.75389 2.19946
H 1.93570 -0.00353 0.24473
H -0.19050 -0.33182 2.36042
H 1.51179 -0.50187 2.66417
H 1.77893 -2.58191 1.59739
H -1.45869 -2.89151 -0.88966
H -2.19247 -3.65957 1.51986
H -0.01695 -3.31121 3.07245
H -0.61355 1.64068 -4.13252
H -2.28259 2.30964 -3.40390
H 0.62915 3.16384 -3.02861
H -0.86055 4.08937 -3.37842
```

Calculated values
Spin multiplicity: 1
Charge: +1
E_HOMO (alpha / beta), eV: -11.587 / -11.587


Top of the stability list: model one, leading by 36.6 kcal/mol.